(1)
DFT (ωB97M-V/def2-TZVPD) results for one molecule with the formula C16H18O8.

Results
Total charge: 0
Energy relative to the best compared isomer or geometry (same formula, charge and spin), kcal per mole: 4.0
E_HOMO, eV: -9.0
SMILES: COC(=O)CCC(=O)Oc1ccc(OC(=O)CCC(=O)OC)cc1
Kohn-Sham gap, eV: 9.7
E_LUMO, eV: 0.74

```
42
Properties=species:S:1:pos:R:3:forces:R:3:lowdin_charge:R:1
C -2.400 -4.323 3.013 0.3 0.1 0.3 -0.03
O -2.732 -4.828 1.727 -0.4 -0.1 -0.2 -0.04
C -1.711 -5.259 0.978 0.2 -0.3 -0.2 -0.53
O -0.571 -5.282 1.358 0.1 0.0 0.1 0.11
C -2.179 -5.748 -0.378 -0.1 0.2 0.1 -0.07
C -3.271 -4.865 -0.976 0.1 0.0 0.1 -0.07
C -2.881 -3.404 -1.115 -0.7 -0.2 -0.4 -0.45
O -3.556 -2.592 -1.689 0.2 0.0 0.1 0.13
O -1.718 -3.170 -0.499 0.4 0.0 0.1 0.06
C -1.093 -1.941 -0.365 0.3 0.5 0.1 -0.19
C 0.061 -1.976 0.418 -0.3 -0.1 -0.2 0.02
C 0.780 -0.821 0.632 0.0 0.4 -0.1 0.01
C 0.351 0.376 0.066 -0.2 -0.4 -0.2 -0.22
O 1.104 1.502 0.372 -0.1 -0.3 0.4 0.08
C 1.300 2.492 -0.515 0.3 0.4 -0.2 -0.46
O 0.909 2.491 -1.650 0.0 -0.1 0.1 0.13
C 2.089 3.606 0.134 0.0 0.1 -0.2 -0.07
C 2.708 4.537 -0.900 -0.2 0.0 0.2 -0.07
C 2.902 5.932 -0.349 0.0 -0.3 -0.1 -0.50
O 2.340 6.383 0.614 0.0 0.1 0.1 0.11
O 3.779 6.618 -1.087 0.1 -0.2 -0.3 -0.04
C 4.017 7.963 -0.693 -0.1 0.3 0.2 -0.05
C -0.799 0.412 -0.706 0.2 0.2 0.2 0.01
C -1.523 -0.749 -0.927 -0.2 -0.2 -0.1 0.02
H -1.881 -3.367 2.918 0.0 -0.1 0.0 0.10
H -1.753 -5.026 3.541 -0.1 0.1 0.0 0.10
H -3.340 -4.193 3.542 0.0 0.0 0.0 0.09
H -1.306 -5.793 -1.030 0.0 0.0 0.1 0.13
H -2.566 -6.762 -0.251 0.0 0.0 0.0 0.13
H -3.559 -5.226 -1.965 0.0 0.1 0.1 0.13
H -4.163 -4.890 -0.346 0.0 0.0 -0.1 0.13
H 0.373 -2.918 0.842 0.0 -0.1 0.1 0.12
H 1.673 -0.829 1.235 0.1 0.0 0.1 0.12
H 1.395 4.183 0.755 0.0 -0.1 0.0 0.13
H 2.837 3.176 0.800 -0.1 0.0 0.0 0.13
H 3.662 4.164 -1.273 0.0 0.0 -0.1 0.13
H 2.031 4.612 -1.757 0.1 0.0 0.0 0.13
H 3.096 8.546 -0.758 0.1 0.0 0.0 0.10
H 4.382 7.998 0.336 0.0 0.0 -0.1 0.10
H 4.765 8.353 -1.378 0.0 0.0 0.0 0.09
H -1.134 1.337 -1.145 0.0 0.0 0.0 0.12
H -2.415 -0.717 -1.529 0.0 0.0 0.0 0.11
```
Positions in Å, forces in eV/Å.

=====

(2)
DFT (ωB97M-V/def2-TZVPD) results for a 2-piece molecular cluster, C16H19 overall.

Results
Total charge: +1
Energy relative to the best compared isomer or geometry (same formula, charge and spin), kcal per mole: 0.0
E_HOMO, eV: -11.4
Kohn-Sham gap, eV: 5.9
E_LUMO, eV: -5.54

```
35
Properties=species:S:1:pos:R:3:forces:R:3:lowdin_charge:R:1
C -2.121 -2.153 0.429 0.2 0.5 0.1 -0.07
C -1.297 -1.101 1.186 -0.6 -0.1 -0.2 -0.40
C -2.052 -0.590 2.432 0.1 -0.1 0.0 -0.06
C 0.170 -1.412 1.326 0.2 0.0 0.5 -0.20
C 0.955 -0.512 2.071 0.3 -0.8 -0.5 -0.05
C 2.336 -0.694 2.132 -0.3 0.0 -0.1 -0.08
C 2.942 -1.763 1.465 -0.3 0.1 0.0 -0.08
C 2.154 -2.645 0.724 0.3 0.2 0.1 -0.07
C 0.778 -2.466 0.635 -0.2 0.0 0.3 -0.04
H -1.710 -2.304 -0.573 -0.1 -0.2 0.1 0.08
H -2.096 -3.083 0.983 -0.2 -0.4 0.0 0.09
H -3.164 -1.827 0.312 0.2 -0.1 0.1 0.08
H -1.541 0.263 2.907 -0.1 -0.4 0.0 0.06
H -3.050 -0.224 2.131 0.3 -0.3 0.1 0.07
H -2.194 -1.392 3.181 0.1 0.4 -0.3 0.10
H 0.476 0.313 2.596 0.2 -0.2 0.0 0.09
H 2.918 0.017 2.705 0.2 -0.1 0.0 0.10
H 4.020 -1.891 1.520 -0.2 0.0 0.0 0.11
H 2.617 -3.476 0.201 0.0 0.1 0.1 0.11
H 0.176 -3.174 0.053 0.3 0.4 0.3 0.11
H -1.202 -0.274 0.509 -0.4 0.8 -0.5 0.08
C -1.853 1.965 0.050 -0.3 -2.2 1.0 -0.02
C -0.872 2.629 0.774 -0.6 1.1 0.4 0.00
C 0.000 3.595 0.273 -0.1 0.0 0.7 0.01
C 0.251 3.894 -1.061 0.2 0.1 0.0 0.00
C -0.319 3.360 -2.209 0.0 -0.1 -0.1 0.01
C -1.308 2.388 -2.332 -0.4 -0.3 -0.3 0.01
C -1.918 1.672 -1.309 -1.2 0.7 -0.2 0.00
H -2.598 1.402 0.681 0.8 0.8 -0.7 0.13
H -0.961 2.557 1.874 0.2 0.0 -0.7 0.14
H 0.455 4.243 1.045 0.1 -0.6 -0.7 0.14
H 0.988 4.676 -1.202 0.0 0.0 -0.2 0.13
H 0.023 3.761 -3.154 0.1 0.2 0.0 0.13
H -1.735 2.215 -3.338 0.7 -0.1 0.5 0.14
H -2.708 0.951 -1.603 0.6 0.5 0.2 0.14
```
Positions in Å, forces in eV/Å.

=====

(3)
DFT (ωB97M-V/def2-TZVPD) results for C16H19AuNOS as an isolated structure.

Results
Total charge: -1
Energy relative to the best compared isomer or geometry (same formula, charge and spin), kcal per mole: 3.3
E_HOMO, eV: -3.8
Kohn-Sham gap, eV: 6.5
E_LUMO, eV: 2.76

```
39
Properties=species:S:1:pos:R:3:forces:R:3:lowdin_charge:R:1
Au -0.688 -0.061 -1.076 -0.4 0.2 -0.4 0.77
C -0.325 -0.331 3.923 0.1 0.0 -0.5 -0.27
S -0.572 -0.476 2.097 0.1 0.6 1.1 0.74
C -1.539 1.080 1.961 0.2 -0.2 -0.1 -0.27
O -1.518 -1.604 1.975 -0.3 -0.4 -0.1 -0.57
H -1.304 -0.276 4.396 0.0 0.0 0.0 0.05
H 0.277 0.552 4.140 0.0 0.0 0.0 0.04
H 0.194 -1.231 4.250 0.0 0.0 0.0 0.03
H -1.553 1.632 2.898 0.0 -0.1 0.0 0.03
H -2.542 0.777 1.661 0.0 0.0 0.0 0.05
H -1.087 1.675 1.169 -0.1 0.0 0.0 0.01
C 1.248 -0.070 -1.010 0.8 -0.1 0.0 -0.30
C 2.465 -0.097 -0.980 -0.2 0.0 0.0 -0.19
C 3.889 -0.108 -0.922 0.1 0.0 0.0 -0.28
C 4.557 0.111 0.291 0.0 0.0 -0.1 -0.05
C 5.940 0.117 0.347 0.0 0.0 0.0 -0.11
C 6.691 -0.097 -0.801 0.1 0.0 0.0 -0.12
C 6.043 -0.321 -2.008 0.0 0.0 0.0 -0.11
C 4.659 -0.328 -2.071 0.0 0.0 0.1 -0.05
H 3.966 0.278 1.182 0.0 0.0 0.0 0.11
H 6.437 0.294 1.294 0.0 0.0 0.0 0.09
H 7.773 -0.090 -0.753 0.0 0.0 0.0 0.09
H 6.622 -0.488 -2.908 0.0 0.0 0.0 0.09
H 4.151 -0.500 -3.010 0.0 0.0 0.0 0.11
C -3.039 2.470 -1.254 0.0 -0.1 0.1 -0.08
C -3.554 1.072 -1.101 0.0 0.2 -0.1 -0.43
C -4.857 0.653 -0.937 0.0 0.0 0.0 -0.11
C -4.826 -0.765 -0.879 0.1 0.0 0.0 -0.10
C -3.504 -1.135 -1.010 -0.1 -0.1 0.0 -0.42
C -2.907 -2.506 -1.043 0.0 0.1 0.1 -0.09
N -2.724 -0.016 -1.145 -0.3 -0.2 0.1 -0.14
H -3.829 3.122 -1.631 0.0 0.0 0.0 0.06
H -2.201 2.493 -1.954 0.0 0.1 0.0 0.05
H -2.689 2.892 -0.305 0.0 0.0 0.0 0.05
H -5.731 1.288 -0.892 0.0 0.0 0.0 0.08
H -5.666 -1.430 -0.740 0.0 0.0 -0.1 0.08
H -3.694 -3.261 -1.086 0.0 0.0 0.0 0.06
H -2.301 -2.692 -0.153 0.0 0.0 0.0 0.04
H -2.260 -2.623 -1.916 0.0 -0.1 0.0 0.06
```
Positions in Å, forces in eV/Å.

=====

(4)
DFT (ωB97M-V/def2-TZVPD) results for C16H19BBr33NO2PS as an isolated structure.

Results
Total charge: -1
Energy relative to the best compared isomer or geometry (same formula, charge and spin), kcal per mole: 20.7
E_HOMO, eV: -5.3
Kohn-Sham gap, eV: 6.1
E_LUMO, eV: 0.76

```
74
Properties=species:S:1:pos:R:3:forces:R:3:lowdin_charge:R:1
O 1.209 2.022 0.683 -1.0 0.4 -0.9 -0.32
P -0.290 1.666 -0.028 0.6 -0.3 0.1 0.33
O -0.636 3.020 -0.954 1.2 -0.6 1.1 -0.27
S -1.543 1.387 1.443 -0.5 0.4 0.2 0.12
B -0.046 0.084 -1.149 1.0 0.1 -0.3 -0.65
C 1.572 -0.086 -1.311 1.8 -1.0 0.8 -0.29
C 2.326 -1.098 -0.544 1.5 3.1 -2.6 -0.14
C 3.761 -1.042 -0.810 -0.8 -0.6 -0.3 -0.30
C 4.415 -0.119 -1.699 -1.7 -0.8 0.7 -0.19
N 3.698 0.780 -2.411 -0.3 -0.8 1.0 0.03
C 2.371 0.760 -2.182 -1.2 -0.1 0.2 -0.14
H 1.448 1.307 1.298 -0.3 0.3 -0.3 0.01
H 0.155 3.587 -1.017 -0.4 -0.2 0.0 0.06
H -0.568 0.240 -2.217 -0.1 0.2 -0.1 -0.01
H -0.518 -0.847 -0.554 -0.1 0.0 0.2 0.03
H 1.853 -1.798 0.169 0.4 0.5 -0.6 0.11
H 4.402 -1.751 -0.262 -0.6 0.1 -1.3 -0.01
H 5.517 -0.135 -1.811 -0.8 0.0 0.0 0.10
H 1.784 1.528 -2.747 0.6 -0.7 0.4 0.11
C -0.419 -3.738 -3.468 0.2 0.1 -0.1 -1.59
Br -1.985 -2.617 -3.301 0.2 -0.2 0.0 0.56
Br 1.166 -2.872 -2.775 -0.5 -0.3 -0.2 0.73
Br -0.697 -5.480 -2.669 0.0 0.1 -0.1 0.54
H -0.255 -3.899 -4.528 -0.1 0.0 0.1 -0.10
C -0.921 -3.693 -8.120 0.0 0.1 -0.2 -1.61
Br -2.690 -4.452 -7.957 0.3 0.1 0.1 0.58
Br -0.858 -1.864 -7.508 0.0 -0.2 0.0 0.58
Br 0.415 -4.780 -7.241 -0.1 0.1 0.0 0.60
H -0.675 -3.682 -9.176 0.0 0.0 0.1 -0.04
C 1.168 2.710 4.930 0.0 0.1 0.0 -1.58
Br -0.509 3.562 5.386 0.4 0.0 -0.1 0.52
Br 0.917 0.904 4.286 0.1 0.2 0.1 0.56
Br 2.199 3.774 3.688 -0.1 -0.1 0.1 0.58
H 1.746 2.641 5.844 -0.1 0.0 -0.1 -0.04
C -4.151 2.503 -3.215 -0.1 -0.2 0.1 -1.59
Br -3.311 0.789 -2.934 0.1 0.6 -0.3 0.55
Br -4.495 3.411 -1.543 0.1 -0.1 -0.2 0.57
Br -3.138 3.610 -4.440 -0.1 -0.1 0.1 0.55
H -5.113 2.316 -3.679 0.1 0.1 0.0 -0.03
C 3.009 -6.614 -9.524 -0.1 0.0 0.0 -1.63
Br 3.329 -8.518 -9.618 0.0 0.3 0.0 0.57
Br 4.661 -5.609 -9.505 -0.2 -0.1 0.0 0.59
Br 1.825 -6.016 -10.928 0.2 0.0 0.1 0.55
H 2.508 -6.421 -8.582 0.1 0.0 -0.1 -0.08
C 6.016 -1.171 3.007 -0.3 0.4 0.2 -1.59
Br 6.308 -3.084 2.998 0.0 0.2 0.0 0.55
Br 7.687 -0.192 3.030 -0.1 -0.1 0.0 0.54
Br 4.872 -0.616 1.540 1.0 0.2 1.7 0.77
H 5.498 -0.933 3.930 0.2 -0.1 -0.1 -0.03
C 3.683 -2.003 -11.276 0.0 -0.1 0.1 -1.63
Br 3.056 -2.619 -12.999 0.1 0.1 0.2 0.54
Br 5.008 -0.607 -11.452 -0.2 -0.2 0.0 0.57
Br 2.222 -1.465 -10.132 0.1 -0.1 -0.1 0.56
H 4.170 -2.845 -10.795 -0.1 0.1 -0.1 -0.08
C -3.875 0.997 6.164 0.1 -0.1 -0.4 -1.59
Br -2.809 0.972 4.555 -0.4 -0.1 0.3 0.53
Br -3.762 -0.676 7.131 0.0 0.2 0.0 0.56
Br -3.442 2.509 7.299 -0.1 -0.1 0.0 0.54
H -4.909 1.118 5.859 0.1 0.0 0.1 -0.03
C -5.763 -1.066 -0.239 0.3 -0.1 0.2 -1.59
Br -4.058 -0.327 0.304 -0.3 0.0 0.1 0.52
Br -7.218 0.171 0.086 0.1 -0.1 -0.1 0.53
Br -5.742 -1.676 -2.080 -0.2 -0.1 0.2 0.51
H -5.944 -1.938 0.379 -0.1 0.1 -0.1 -0.04
C -1.465 4.609 9.874 0.0 0.0 -0.2 -1.62
Br 0.277 3.815 9.607 -0.3 0.2 0.1 0.57
Br -1.775 5.048 11.734 0.1 0.0 -0.2 0.59
Br -1.750 6.135 8.721 0.1 -0.2 0.2 0.57
H -2.201 3.861 9.598 0.1 0.1 0.1 -0.08
C -3.664 5.311 15.074 0.0 0.0 0.0 -1.64
Br -5.010 6.669 14.789 0.2 -0.2 0.1 0.56
Br -2.679 5.610 16.711 -0.1 0.0 -0.2 0.56
Br -4.417 3.531 15.006 0.1 0.3 0.0 0.56
H -2.954 5.391 14.257 -0.1 0.0 0.2 -0.11
```
Positions in Å, forces in eV/Å.

=====

(5)
DFT (ωB97M-V/def2-TZVPD) results for C16H19BCdN6Te as an isolated structure.

Results
Total charge: +2
E_HOMO (spin up / spin down), eV: -14.6 / -14.6
Kohn-Sham gap (spin up / spin down), eV: 4.2 / 3.4
E_LUMO (spin up / spin down), eV: -10.38 / -11.24

```
44
Properties=species:S:1:pos:R:3:forces:R:3:lowdin_charge:R:1
C -1.496 -2.168 -2.031 0.5 -0.3 -0.4 -0.13
N -0.433 -1.777 -1.311 -0.1 -0.6 -1.3 -0.14
N 0.691 -2.324 -1.898 -0.4 0.0 -0.5 -0.05
C 0.306 -3.073 -2.965 -0.1 0.4 0.5 -0.03
C -1.081 -3.000 -3.090 0.0 0.2 0.4 -0.02
B 2.153 -2.152 -1.313 0.7 -0.7 -0.2 -0.49
N 2.779 -0.698 -1.391 0.2 0.3 -0.4 -0.06
N 2.323 0.368 -0.642 0.8 0.2 -1.0 -0.13
C 3.113 1.419 -0.912 0.2 -0.4 -0.4 -0.12
C 4.116 1.044 -1.828 -0.3 -0.1 0.3 -0.02
C 3.868 -0.300 -2.100 -0.5 0.1 0.4 -0.03
Cd 0.368 -0.216 -0.166 -0.6 0.9 0.4 1.24
N 2.100 -2.550 0.182 0.0 -0.1 0.4 -0.05
N 1.314 -1.790 0.983 0.5 -1.1 1.3 -0.14
C 1.401 -2.290 2.227 0.5 -0.5 -0.5 -0.17
C 2.268 -3.404 2.230 -0.1 0.2 -0.1 -0.02
C 2.690 -3.534 0.906 -0.4 0.5 0.1 -0.02
H 0.845 -1.830 3.043 0.3 -0.3 -0.2 0.06
H 3.362 -4.248 0.430 -0.3 0.3 0.2 0.14
H 2.547 -4.028 3.078 -0.1 0.3 -0.4 0.11
H 2.881 -2.894 -1.936 -0.3 0.3 0.2 0.13
H 4.392 -1.008 -2.742 -0.2 0.3 0.3 0.14
H 1.049 -3.610 -3.553 -0.3 0.2 0.2 0.14
H 4.918 1.664 -2.228 -0.4 -0.3 0.2 0.12
H -1.705 -3.491 -3.836 0.3 0.2 0.4 0.12
H 2.920 2.378 -0.431 0.1 -0.3 -0.2 0.11
H -2.494 -1.837 -1.746 0.3 -0.2 -0.2 0.11
H 0.179 2.086 1.007 0.1 0.4 0.0 -0.10
C -0.147 3.123 0.827 0.0 0.5 -0.1 -0.06
H 0.733 3.786 0.807 -0.4 -0.3 0.0 0.05
H -0.672 3.180 -0.141 0.2 -0.1 0.3 0.05
H -0.828 3.440 1.633 0.4 -0.1 -0.3 0.02
Te -1.278 0.132 2.198 -1.6 1.2 0.1 1.36
C -2.778 1.570 1.789 1.2 -1.3 0.3 -0.59
C -3.113 2.492 2.790 -0.9 1.2 0.7 -0.11
C -4.097 3.456 2.557 0.9 -0.6 0.5 0.00
C -4.752 3.500 1.323 0.1 -0.1 0.1 0.04
C -4.421 2.579 0.323 0.9 -1.1 -0.2 0.01
C -3.435 1.612 0.555 -1.2 0.7 -1.1 -0.10
H -2.609 2.462 3.747 -0.1 0.0 0.0 0.12
H -4.350 4.168 3.333 0.0 -0.1 0.0 0.14
H -5.514 4.248 1.144 0.0 0.0 0.0 0.14
H -4.931 2.615 -0.631 0.0 0.0 0.0 0.13
H -3.182 0.902 -0.221 -0.1 0.0 -0.1 0.10
```
Positions in Å, forces in eV/Å.